(1)
{"formula": "C36H42BFeNO2S", "method": "ωB97M-V/def2-TZVPD", "symbols": ["Fe", "S", "O", "O", "N", "C", "C", "C", "C", "C", "C", "C", "C", "C", "C", "C", "C", "C", "C", "C", "C", "C", "C", "C", "C", "C", "C", "C", "C", "C", "C", "C", "C", "C", "C", "C", "C", "C", "C", "C", "C", "B", "H", "H", "H", "H", "H", "H", "H", "H", "H", "H", "H", "H", "H", "H", "H", "H", "H", "H", "H", "H", "H", "H", "H", "H", "H", "H", "H", "H", "H", "H", "H", "H", "H", "H", "H", "H", "H", "H", "H", "H", "H", "H"], "coordinates": [[1.2783, -2.9229, -0.2091], [0.9357, 2.5949, 1.6822], [3.4205, -0.6201, 2.9223], [2.4305, -2.4192, 4.0104], [-5.7545, 3.1106, 1.8253], [4.5172, -1.3412, 3.5416], [1.5633, 1.9400, -0.7126], [-0.7248, 1.3244, 4.7908], [-0.1258, -0.1270, 2.9458], [0.8821, -1.0095, 2.2371], [-6.0917, 3.8449, 3.0293], [2.2790, -1.2364, 0.0164], [-2.7765, 1.7077, 0.1657], [-4.4534, 2.8857, 1.4815], [-1.7391, 2.3264, 0.9080], [0.2747, -4.4839, 0.4769], [1.4521, -4.2110, 1.2832], [-0.0311, -1.4398, -0.2078], [5.4649, -0.3118, 4.1187], [5.2416, -2.1245, 2.4479], [3.7617, -2.2809, 4.5845], [-2.0796, 1.1218, 4.5221], [-2.0861, 3.2747, 1.8912], [-2.4590, 0.3040, 3.4548], [4.3200, -3.6769, 4.7627], [3.5840, 2.3386, 0.8197], [-1.4856, -0.3139, 2.6745], [2.1517, -4.5396, -0.9348], [3.6094, -1.6347, 5.9596], [2.6134, -4.2472, 0.4100], [-3.4047, 3.5414, 2.1849], [-6.8540, 2.6243, 1.0170], [0.5594, -1.6285, -1.5171], [1.9919, -1.4987, -1.3773], [0.7075, -4.6862, -0.8926], [-0.3574, 2.0232, 0.6337], [0.1586, 1.7785, -0.6319], [0.2470, 0.6736, 4.0330], [-4.1064, 1.9830, 0.4399], [2.1455, 2.2784, 0.4966], [1.0238, -1.1611, 0.7431], [2.3129, -1.4157, 3.0979], [-0.4818, 1.5116, -1.4670], [-7.1809, 3.9159, 3.0978], [0.0710, -4.9844, -1.7215], [-0.4242, 1.9784, 5.6115], [0.4411, -2.0114, 2.5169], [5.9397, 0.2438, 3.3022], [-6.8511, 1.5276, 0.9495], [-0.7369, -4.6077, 0.8561], [-5.6714, 4.8606, 3.0086], [-3.5120, 0.1404, 3.2237], [3.8123, 3.2718, 1.3506], [-5.7075, 3.3376, 3.9293], [1.4846, -4.1233, 2.3651], [3.6489, -4.1798, 0.7316], [6.2657, -0.8104, 4.6796], [5.3229, -3.6336, 5.2041], [-1.7798, -0.9792, 1.8607], [-6.8095, 3.0278, -0.0052], [2.7884, -4.7016, -1.8006], [-1.0927, -1.4049, 0.0258], [-3.6437, 4.2588, 2.9724], [4.5582, -1.6805, 6.5095], [-2.5100, 0.9839, -0.6060], [4.1724, 2.2843, -0.1031], [2.7272, -1.5206, -2.1798], [2.1552, 1.7826, -1.6112], [-2.8441, 1.6047, 5.1334], [3.8736, 1.4979, 1.4685], [4.3708, -4.2194, 3.8112], [3.2888, -0.5831, 5.8971], [3.6713, -4.2370, 5.4454], [1.3076, 0.7799, 4.2716], [3.2443, -0.9830, 0.4468], [5.6795, -1.4155, 1.7307], [4.5705, -2.8023, 1.8949], [0.0092, -1.7622, -2.4467], [6.0691, -2.7056, 2.8766], [4.9503, 0.4007, 4.7736], [-4.8936, 1.4831, -0.1235], [-7.7879, 2.9536, 1.4825], [-1.3015, 3.8037, 2.4347], [2.8609, -2.1895, 6.5408]], "forces_ev_per_angstrom": [[-0.487, -0.015, -1.610], [-0.166, -0.695, -0.669], [0.226, -0.869, 0.255], [0.346, 0.319, -0.397], [-1.051, 0.247, 0.234], [-0.141, -0.222, 0.044], [0.519, -0.169, 0.741], [-0.097, -0.116, 0.131], [0.064, -0.132, 0.322], [1.219, -3.327, 1.806], [0.261, 0.023, -0.060], [-0.411, 2.713, 0.003], [0.523, 0.426, 0.677], [0.988, -0.130, -0.034], [-1.261, 0.078, 0.273], [0.584, -2.144, 0.762], [0.456, -2.908, 0.297], [-0.191, 2.533, -0.062], [0.238, -0.012, 0.376], [0.095, -0.129, -0.158], [0.233, 0.255, 0.202], [-0.023, -0.017, -0.192], [0.103, -0.537, -0.458], [0.152, 0.006, 0.100], [0.231, -0.184, -0.196], [0.492, 0.137, 0.263], [-0.012, 0.187, 0.204], [0.446, -1.957, 0.678], [-0.105, 0.232, 0.138], [-0.127, -2.707, 0.676], [-0.693, -0.184, -0.127], [0.228, -0.056, -0.070], [-0.420, 1.989, -0.298], [0.049, 1.881, -0.331], [0.178, -1.803, 0.443], [1.553, 1.260, -1.330], [-0.160, 0.027, 0.864], [-0.250, -0.170, -0.250], [-0.150, 0.298, 0.333], [-1.145, 0.067, -1.127], [0.039, 2.690, -0.660], [-2.144, 2.325, -1.528], [0.174, 0.106, 0.083], [0.301, 0.042, 0.095], [0.185, 0.278, 0.218], [-0.085, -0.221, -0.180], [-0.064, 0.473, -0.324], [-0.170, -0.060, 0.129], [-0.125, 0.113, 0.009], [0.301, 0.247, -0.139], [-0.181, -0.103, 0.071], [0.235, 0.088, 0.100], [0.195, -0.184, -0.126], [-0.086, 0.133, -0.145], [-0.054, 0.211, -0.307], [-0.355, 0.151, -0.184], [-0.128, 0.135, -0.009], [-0.133, -0.039, -0.108], [0.028, 0.241, 0.301], [-0.030, -0.086, 0.127], [-0.221, 0.228, 0.232], [0.359, -0.240, -0.189], [0.112, -0.259, -0.300], [-0.172, 0.096, -0.140], [-0.139, 0.160, 0.191], [-0.048, 0.079, 0.201], [-0.275, -0.159, 0.294], [-0.134, -0.140, 0.189], [0.246, -0.094, -0.174], [-0.052, 0.196, -0.149], [-0.016, 0.103, 0.221], [0.046, -0.364, -0.013], [0.108, 0.111, -0.127], [-0.296, 0.104, -0.093], [-0.250, -0.289, -0.123], [-0.203, -0.174, 0.139], [0.227, 0.286, 0.328], [0.216, -0.120, 0.348], [-0.208, 0.068, -0.111], [0.138, -0.202, -0.142], [0.250, 0.129, 0.115], [0.176, -0.196, -0.243], [-0.211, -0.184, -0.132], [0.152, 0.121, -0.200]], "lowdin_charge": [0.48, 1.12, 0.12, 0.15, -0.20, -0.45, -0.13, -0.08, -0.22, -0.06, -0.07, -0.11, -0.03, -0.24, -0.26, -0.14, -0.15, -0.12, -0.01, -0.01, -0.44, -0.10, -0.06, -0.08, -0.01, -0.10, -0.04, -0.15, -0.01, -0.15, -0.03, -0.07, -0.15, -0.15, -0.16, -0.44, -0.11, -0.09, -0.02, -0.58, -0.25, -0.57, 0.11, 0.08, 0.12, 0.10, 0.14, 0.09, 0.08, 0.12, 0.08, 0.11, 0.08, 0.09, 0.11, 0.10, 0.10, 0.10, 0.11, 0.09, 0.12, 0.11, 0.10, 0.10, 0.11, 0.08, 0.12, 0.11, 0.10, 0.06, 0.09, 0.09, 0.10, 0.11, 0.12, 0.10, 0.07, 0.12, 0.10, 0.09, 0.09, 0.08, 0.09, 0.10], "fmax_ev_per_a": 4.0, "s2": 6.027, "e_above_lowest_kj_mol": 0.0, "lumo_ev": [0.6, 0.1], "charge": 0, "homo_lumo_gap_ev": [6.2495, 6.6297], "multiplicity": 5}



(2)
{"formula": "C3H9NO", "method": "ωB97M-V/def2-TZVPD", "symbols": ["O", "N", "C", "C", "C", "H", "H", "H", "H", "H", "H", "H", "H", "H"], "coordinates": [[0.5562, 0.9649, -1.2740], [-1.9711, -0.0458, -0.3372], [0.4950, -0.1426, -0.3883], [-0.7662, -0.1097, 0.4785], [1.7395, -0.1259, 0.4712], [-0.2714, 0.9853, -1.7801], [2.6532, -0.0349, -0.1068], [1.7596, -1.1013, 0.9737], [1.6784, 0.6433, 1.2383], [-2.7524, -0.5458, 0.0479], [-0.7597, -1.0226, 1.0721], [-2.1418, 0.8994, -0.6437], [-0.7139, 0.7355, 1.1743], [0.4945, -1.0999, -0.9259]], "forces_ev_per_angstrom": [[-0.446, 0.017, -0.181], [0.869, -0.295, -0.363], [0.128, 0.010, 0.264], [0.118, 0.091, -0.107], [-0.363, -0.633, 0.372], [0.332, -0.122, 0.077], [0.001, 0.153, -0.123], [0.219, 0.189, 0.110], [0.155, 0.181, -0.048], [-0.243, 0.419, -0.023], [-0.169, -0.075, 0.055], [-0.626, -0.135, 0.265], [0.178, 0.016, 0.047], [-0.156, 0.185, -0.344]], "lowdin_charge": [-0.04, 0.00, -0.47, -0.25, -0.06, 0.08, 0.08, 0.08, 0.08, 0.06, 0.12, 0.06, 0.12, 0.14], "fmax_ev_per_a": 1.0, "e_above_lowest_kj_mol": 70.2, "lumo_ev": 1.0, "charge": 0, "homo_lumo_gap_ev": 10.2953}